[1]
{"formula": "C5H7NO", "method": "wB97M-V/def2-TZVPD", "elements": ["C", "N", "C", "C", "C", "C", "O", "H", "H", "H", "H", "H", "H", "H"], "xyz": [[-2.284, -0.926, 0.390], [-1.494, -0.006, -0.107], [-0.185, -0.213, -0.464], [0.878, -0.191, 0.641], [1.957, 0.011, -0.429], [0.768, 0.958, -0.704], [0.761, 1.288, 0.744], [-3.238, -0.663, 0.822], [-1.923, -1.944, 0.384], [-1.912, 0.913, -0.260], [0.911, -0.721, 1.593], [2.158, -0.808, -1.121], [2.866, 0.509, -0.081], [0.737, 1.795, -1.407]], "charge": 0, "e_lumo_ev": [0.37, 0.57], "spin_multiplicity": 1, "energy_ha": -324.50119, "de_lowest_ev": 6.076, "homo_lumo_gap_ev": [7.4, 7.8]}

[2]
{"formula": "C5H7NO", "method": "wB97M-V/def2-TZVPD", "elements": ["O", "C", "N", "C", "C", "C", "C", "H", "H", "H", "H", "H", "H", "H"], "xyz": [[-1.066, 0.134, -1.527], [-0.629, 0.979, -0.521], [-0.907, 0.338, 0.755], [-0.220, -0.950, 0.959], [0.916, -1.160, -0.061], [1.447, -0.016, -0.453], [1.002, 1.215, -0.556], [-1.210, 1.902, -0.592], [-0.723, 0.981, 1.514], [-0.937, -1.775, 0.841], [0.146, -0.982, 1.985], [1.049, -2.116, -0.560], [-0.492, -0.650, -1.435], [1.622, 2.099, -0.349]], "charge": 0, "e_lumo_ev": 0.42, "spin_multiplicity": 1, "energy_ha": -324.59334, "de_lowest_ev": 3.568, "homo_lumo_gap_ev": 9.4}

[3]
{"formula": "C5H7NO", "method": "wB97M-V/def2-TZVPD", "elements": ["C", "C", "C", "N", "C", "O", "C", "H", "H", "H", "H", "H", "H", "H"], "xyz": [[-1.693, -0.372, 0.565], [-0.586, -0.008, -0.436], [-0.677, 1.395, -0.864], [-0.737, 2.502, -1.193], [0.836, -0.316, -0.006], [0.972, -1.548, 0.559], [1.942, 0.399, -0.224], [-1.613, 0.226, 1.475], [-2.678, -0.192, 0.123], [-1.619, -1.431, 0.828], [-0.746, -0.615, -1.342], [2.877, -0.151, -0.289], [1.851, -1.459, 0.958], [1.968, 1.461, -0.391]], "charge": 0, "e_lumo_ev": 0.72, "spin_multiplicity": 1, "energy_ha": -324.67414, "de_lowest_ev": 1.369, "homo_lumo_gap_ev": 10.1}

[4]
{"formula": "C5H7NO", "method": "wB97M-V/def2-TZVPD", "elements": ["C", "N", "C", "O", "C", "C", "C", "H", "H", "H", "H", "H", "H", "H"], "xyz": [[2.209, 0.696, 0.355], [1.534, -0.586, 0.532], [0.360, -0.601, 0.102], [-0.532, -1.658, 0.155], [-1.476, -0.885, -0.617], [-1.887, 0.310, 0.160], [-0.579, 0.314, -0.618], [1.647, 1.511, 0.831], [3.197, 0.653, 0.819], [2.340, 0.953, -0.707], [-1.997, -1.391, -1.421], [-1.859, 0.259, 1.245], [-2.663, 0.947, -0.257], [-0.325, 1.018, -1.401]], "charge": 0, "e_lumo_ev": 0.98, "spin_multiplicity": 1, "energy_ha": -324.62713, "de_lowest_ev": 2.649, "homo_lumo_gap_ev": 10.5}